Below is a 11-piece molecular cluster, C31H58N2O19S4 overall in a non-equilibrium geometry, with properties calculated with wB97M-V/def2-TZVPD.

Output
LUMO energy   0.0 eV
HOMO   -9.46 eV
Net charge   0
Electronic energy   -4347.66044 Eh

The geometry in XYZ format:
```
114
Properties=species:S:1:pos:R:3:forces:R:3
C 4.082796 2.631984 3.412651 -0.4292 0.1418 -0.8096
C 3.432429 1.536157 4.188226 -0.8678 -1.5145 0.4733
O 4.522465 0.714798 4.603370 0.6320 -0.1722 0.1036
C 5.668669 1.434247 4.528207 -0.6784 0.2258 -0.1231
O 6.698851 1.139688 5.028523 0.2970 -0.1442 -0.0793
O 5.443587 2.561740 3.803824 0.3747 0.4629 0.4627
H 3.579807 3.577989 3.617643 0.6345 0.2375 0.1181
H 4.038135 2.446647 2.336319 -0.0490 -0.0134 0.0618
H 2.774205 0.907978 3.583440 -0.0192 0.1776 -0.0382
H 2.903446 1.797452 5.109366 0.0016 0.4835 -0.2447
C 3.949777 -2.232895 -2.705367 -0.1392 -0.8577 -0.9186
C 3.689208 -2.276904 -4.222085 0.4767 0.2173 0.5189
O 2.301926 -2.016448 -4.286238 -0.3175 -0.6031 -1.2009
C 1.792551 -1.588810 -3.133329 1.2327 0.0277 0.0774
O 0.669403 -1.224846 -3.015504 0.1262 0.0359 0.7017
O 2.800068 -1.596800 -2.181657 -1.0496 0.8832 -0.0380
H 4.900389 -1.738576 -2.528386 -0.2651 0.2744 0.6374
H 3.923258 -3.243500 -2.297840 0.4403 -0.0475 0.0648
H 3.981839 -3.228512 -4.661157 -0.5181 -0.1751 0.0047
H 4.230526 -1.516545 -4.784354 -0.1187 0.2660 0.1418
C -1.406311 1.003884 4.026074 -0.3710 -0.5066 0.0207
C -2.376919 0.862066 2.831519 1.4657 -0.6236 0.6246
O -3.065269 2.105410 2.799381 -0.3080 -0.8450 -0.5356
C -2.621620 2.898954 3.781856 1.1514 0.8078 0.7914
O -2.905740 4.046970 3.912117 -0.4921 -0.0611 -0.1643
O -1.708038 2.282446 4.577268 -0.5369 -0.0275 -0.6333
H -0.358557 0.951324 3.737532 -0.0185 0.0359 0.1228
H -1.637523 0.221790 4.745909 0.4084 0.1760 0.2326
H -2.958005 -0.038983 3.008897 -0.9884 0.5014 -0.0922
H -1.792050 0.644181 1.940269 -0.2780 0.6550 -0.4280
C -1.634023 3.577490 -5.169751 -1.2143 0.2532 0.4551
C -1.686772 2.222124 -4.443378 2.5955 1.0949 -0.8108
O -1.811838 1.308591 -5.521338 -0.9566 -0.3102 0.5091
C -2.116245 1.957673 -6.679215 -0.1923 -1.1544 0.6681
O -2.476557 1.345791 -7.630557 0.0886 0.5041 -0.6352
O -1.971961 3.270900 -6.536759 0.2961 0.4753 0.0786
H -0.674030 4.075916 -5.070801 0.1289 -0.0961 -0.4704
H -2.407155 4.224341 -4.763626 0.0607 0.1919 -0.2033
H -2.370101 2.242745 -3.601961 -0.5354 -0.6624 -0.4217
H -0.655334 2.083793 -4.107553 -0.2471 -0.3468 0.7049
C -3.148444 -3.389831 2.127584 0.4795 0.6502 1.0690
C -2.718397 -2.763913 3.490391 0.1105 -0.1481 -0.9558
O -2.347168 -3.878185 4.263461 0.5588 -0.0321 0.7049
C -2.368289 -5.014988 3.554554 -1.0764 0.3161 -0.2909
O -2.131009 -6.086725 3.987318 0.4759 -0.4225 -0.0361
O -2.829640 -4.763620 2.298921 -0.1003 -0.2100 -0.2568
H -2.510637 -2.973728 1.351039 -0.2814 -0.1148 -0.3361
H -4.203440 -3.195647 1.949717 -0.0476 -0.4873 -0.3171
H -3.496806 -2.236659 4.036183 0.0281 0.1910 -0.1828
H -1.839582 -2.151426 3.282692 -0.0461 0.2848 0.5903
C 1.618956 -6.639033 1.769173 -0.9192 0.8554 -0.6948
C 2.912503 -6.133840 1.127761 0.7502 -0.4301 0.5946
C 2.817557 -5.841372 -0.402681 -0.8063 0.3245 1.6231
C 1.735006 -4.902084 -0.722389 -0.0951 -0.1841 -0.3778
N 0.901785 -4.186110 -1.059538 0.0563 0.0839 0.2369
H 0.893731 -5.894201 1.417462 -0.4869 -0.4071 -0.0180
H 1.467774 -6.588172 2.847994 0.9008 -0.0034 0.0990
H 1.276507 -7.628440 1.469085 0.1828 0.0203 -0.2953
H 3.732627 -6.851303 1.205917 -0.0731 -0.1361 0.1383
H 3.258547 -5.280758 1.714926 -0.0330 0.2902 -0.3769
H 2.584585 -6.812882 -0.831209 0.2694 0.1590 -0.6567
H 3.728849 -5.358841 -0.745075 0.2402 -0.5043 -0.2130
C -3.362367 -0.963212 -3.155171 -0.3785 -0.9675 1.6215
C -3.830161 -1.374957 -1.724944 -0.0595 -0.6721 -0.2174
C -5.353815 -1.268376 -1.581416 -0.1864 -0.4939 -0.7163
C -5.910162 0.035940 -1.914654 -0.1887 0.2582 0.0956
N -6.365687 1.051875 -2.198262 0.1384 -0.0453 0.0722
H -3.983802 -1.622287 -3.761695 0.1875 0.3718 -0.6467
H -2.330249 -1.298235 -3.229675 0.1297 0.3943 -0.4062
H -3.516803 0.082174 -3.397327 0.0878 0.0278 -0.0786
H -3.256380 -1.005457 -0.873420 -0.1249 0.5348 -0.1556
H -3.679273 -2.459103 -1.705088 0.2826 0.0139 0.2068
H -5.830883 -1.668538 -0.685503 0.4534 0.3196 0.3695
H -5.707644 -1.972917 -2.343705 -0.2805 0.2760 -0.1274
C 1.190761 5.132341 -2.523724 0.9458 -0.8864 0.7068
S 2.852129 4.950763 -3.276266 -1.2765 0.0070 -2.6764
O 2.684219 3.914957 -4.368591 0.3557 0.1911 1.1972
C 2.770999 6.543404 -4.184624 0.1979 0.1456 0.9576
H 1.002089 6.172225 -2.281048 -0.3007 -0.0359 -0.0078
H 1.292161 4.523492 -1.621217 -0.2264 0.3669 0.2419
H 0.442476 4.612195 -3.116612 0.0097 0.4797 -0.4364
H 1.879135 6.707115 -4.786962 -0.2341 -0.5276 0.1969
H 3.630062 6.678361 -4.836749 0.2283 -0.1556 0.2832
H 2.773006 7.243057 -3.343162 0.2033 0.4410 -0.3857
C -4.007931 5.341026 -0.564626 0.1365 -0.8765 0.3698
S -3.017221 3.885167 -1.057615 0.0707 1.4097 -0.9694
O -2.489189 4.309780 -2.424288 0.1130 -0.6751 1.2130
C -1.681219 4.117065 0.153970 0.1806 0.6792 -0.6643
H -3.407522 6.243141 -0.474093 0.2555 -0.1535 -0.0221
H -4.455752 5.061776 0.390462 -0.2068 0.2916 -0.0165
H -4.754572 5.481482 -1.340816 -0.0923 -0.1660 0.0391
H -1.237226 5.089835 -0.070970 -0.1250 0.0879 0.0670
H -0.894695 3.391334 -0.040583 -0.2151 -0.3608 0.2059
H -2.055768 4.115632 1.175606 -0.0543 -0.2567 -0.0161
C 2.638088 -2.339085 5.399060 1.0061 -1.5154 -0.1540
S 0.937908 -2.642135 4.861075 0.7692 0.5781 0.1114
O 0.345657 -1.273893 4.957280 -0.7137 0.0122 -0.2014
C 1.174586 -2.917071 3.093514 0.7838 0.7289 -0.6515
H 2.633496 -2.267312 6.485067 -0.2952 0.4060 -0.0305
H 3.218163 -1.543049 4.933317 -0.7171 0.4416 -0.1003
H 3.260639 -3.227744 5.217380 -0.3520 -0.1566 -0.0882
H 0.228260 -3.124315 2.595313 -0.0942 -0.2161 0.2861
H 1.922080 -3.656778 2.814226 -0.1849 -0.4772 0.4275
H 1.573080 -1.996353 2.649717 -0.1977 0.1930 0.2336
C -0.202820 -0.690169 0.041289 -0.2715 -0.0923 1.0734
S 0.928360 0.649059 0.481828 1.0121 -0.3687 -0.1883
O 2.145752 -0.046528 1.077315 -1.0076 0.8024 -0.6705
C 1.301382 1.383518 -1.169045 -1.4519 0.2310 -1.3065
H -0.561895 -0.985406 1.035475 0.1532 -0.0918 0.0751
H 0.280022 -1.571044 -0.376292 0.1005 0.2958 -0.4974
H -1.109298 -0.344393 -0.454527 0.3463 0.1078 -0.5421
H 0.602553 1.041708 -1.945141 0.1476 -1.1103 0.3557
H 2.279023 1.288629 -1.632731 0.2996 -0.1973 0.6997
H 0.931977 2.410835 -1.266152 0.7334 0.3424 1.0921
```
Positions in Å, forces in eV/Å.